17
Properties=species:S:1:pos:R:3:forces:R:3:mulliken_charge:R:1 method="wB97M-V/def2-TZVPD" charge=-1 relative_energy_kcal_mol=6.7 lumo_energy_ha=0.1105
C 0.097 0.755 -0.184 -0.11 -0.24 -0.10 -0.621
C 0.126 1.653 1.050 0.32 1.20 -0.88 -0.450
S -0.942 3.146 0.939 -0.37 -0.03 0.07 -0.287
N 1.223 -0.145 -0.165 0.52 -0.11 0.50 -0.344
C 0.821 -1.573 -0.099 -1.30 0.47 -0.83 -0.523
O 0.101 -1.997 -1.171 0.32 0.18 0.22 -0.911
H 0.050 1.376 -1.084 0.21 0.11 -0.01 0.384
H -0.799 0.147 -0.232 -0.42 -0.02 0.11 0.313
H -0.200 1.180 1.956 0.07 -0.48 0.40 0.281
H 1.137 2.052 1.144 -0.01 -0.35 0.28 0.316
H -0.915 3.325 -0.388 0.11 -0.10 -0.01 0.088
H 1.863 -0.001 -0.931 -0.17 0.01 -0.25 0.214
H 0.233 -1.610 0.850 0.20 -0.21 0.06 0.233
H 1.727 -2.146 0.012 0.84 -0.32 0.43 0.361
H -1.215 -4.340 -1.077 -0.18 -0.10 0.03 0.255
H 0.053 -3.511 -1.159 -0.38 -0.24 0.10 0.457
O -0.270 -4.504 -1.071 0.36 0.23 -0.14 -0.765

14
Properties=species:S:1:pos:R:3:forces:R:3:mulliken_charge:R:1 method="wB97M-V/def2-TZVPD" relative_energy_kcal_mol=65.6 lumo_energy_ha=0.0184
C 1.682 -0.227 0.074 2.74 -2.89 -2.04 0.718
C 0.742 1.831 -0.093 1.66 3.83 2.06 -0.683
C -0.252 0.961 -0.026 -0.96 -2.18 -0.84 0.246
C -1.822 -0.609 -0.017 -2.73 -0.77 0.46 -0.208
C -0.704 -1.286 0.153 1.73 -2.03 -1.70 -0.349
H 2.027 -2.069 -0.186 -0.21 -0.40 0.09 0.183
H 0.875 2.939 0.349 -0.53 -2.83 -1.69 0.238
H -2.249 1.454 0.259 0.51 -1.53 -0.88 0.325
H -2.871 -0.882 -0.077 0.44 -0.83 0.10 0.411
H -0.623 -2.390 -0.136 0.33 1.85 1.01 0.233
N 2.546 -1.210 -0.135 -0.86 2.82 1.04 -0.773
N -1.656 0.713 -0.201 1.90 4.65 1.36 -0.227
N 0.361 -0.307 0.034 -4.62 -0.65 0.64 0.211
O 1.943 1.082 0.001 0.62 0.96 0.41 -0.324

16
Properties=species:S:1:pos:R:3:forces:R:3:mulliken_charge:R:1 method="wB97M-V/def2-TZVPD" charge=+1 relative_energy_kcal_mol=131.4 multiplicity=3 lumo_energy_ha="-0.1776 / -0.2894"
C 0.285 -0.771 0.270 -3.47 -0.01 0.56 -0.080
C 0.966 1.618 -0.681 0.78 2.98 -2.53 -0.563
C 0.555 0.799 -1.975 1.22 -2.65 0.15 -0.707
C 0.366 0.361 -0.541 -0.97 0.89 -2.70 0.744
C -2.144 -0.111 0.833 -3.67 0.54 0.26 -0.680
N -0.876 -0.224 0.264 3.53 -2.57 0.09 0.103
N 1.418 -2.525 1.616 -2.45 -0.83 2.17 -0.462
H 2.050 1.592 -0.582 -0.09 0.25 0.34 0.261
H 0.541 2.664 -0.665 0.11 -1.54 0.73 0.270
H -0.268 0.807 -2.725 0.16 1.04 1.25 0.309
H 1.367 0.179 -2.500 -0.88 1.11 1.09 0.249
H -2.056 0.241 1.844 0.21 0.73 0.36 0.351
H -2.811 -1.008 0.992 1.50 0.02 -0.84 0.334
H -2.815 0.557 0.225 0.98 -0.33 0.62 0.308
H 1.311 -2.059 2.550 0.79 -0.59 -0.90 0.272
H 2.112 -2.118 1.074 2.25 0.96 -0.64 0.292

81
Properties=species:S:1:pos:R:3:forces:R:3:mulliken_charge:R:1 method="wB97M-V/def2-TZVPD" lumo_energy_ha=0.0152
C 3.401 -0.559 2.104 0.32 -0.45 -0.02 -1.884
C 3.264 -0.450 0.596 -0.22 0.05 0.01 0.934
Cl 4.897 -0.268 -0.111 0.06 0.19 -0.01 -0.148
C 2.189 0.593 0.111 0.04 0.17 -0.26 0.145
Cl 2.637 1.459 -1.381 0.03 -0.02 -0.14 -0.114
N 1.669 1.555 1.086 0.71 -0.55 0.67 0.608
C 0.586 1.076 1.966 -0.80 -0.04 -0.28 -0.632
C -0.755 0.962 1.222 -0.19 -0.19 0.24 -0.702
C -1.132 -0.470 0.800 0.31 0.49 -0.18 -0.367
Cl -1.479 -0.556 -0.957 -0.07 -0.12 0.00 -0.166
S 2.668 2.686 1.695 0.04 -0.09 0.15 0.943
O 3.972 2.565 1.139 -0.49 0.09 0.23 -0.549
O 2.461 2.845 3.104 0.11 0.09 -0.71 -0.604
F 2.021 3.954 1.037 0.44 0.05 0.07 -0.187
H 3.737 0.360 2.581 -0.17 0.07 -0.04 0.384
H 4.164 -1.311 2.317 -0.03 0.04 -0.06 0.543
H 2.490 -0.932 2.563 -0.06 0.19 0.00 0.253
H 2.928 -1.415 0.214 -0.02 0.11 -0.05 0.056
H 1.329 0.015 -0.225 -0.06 0.01 0.31 -0.551
H 0.469 1.768 2.794 0.21 0.07 -0.10 0.844
H 0.831 0.109 2.403 0.18 0.02 0.04 -0.106
H -0.776 1.629 0.362 0.06 0.01 0.06 0.157
H -1.531 1.307 1.910 0.00 0.10 -0.09 0.469
H -0.301 -1.150 0.972 -0.15 -0.14 0.06 -0.022
H -2.024 -0.825 1.306 0.10 -0.11 0.02 0.486
Cl 1.404 -1.737 -2.328 -0.05 -0.07 -0.01 -0.047
C 3.091 -2.002 -2.841 0.06 0.07 -0.02 -0.332
C 3.488 -3.450 -2.729 0.04 -0.01 -0.07 -0.401
Cl 3.573 -3.982 -1.026 -0.01 -0.04 0.01 -0.174
H 3.727 -1.369 -2.226 -0.02 0.00 -0.02 0.010
H 3.168 -1.673 -3.876 -0.04 -0.04 -0.02 0.405
H 4.478 -3.593 -3.158 0.02 0.02 0.04 0.311
H 2.782 -4.098 -3.242 -0.03 -0.01 0.04 0.317
Cl -3.197 1.092 -3.567 -0.11 0.00 -0.08 -0.177
C -3.298 2.873 -3.615 0.06 0.04 -0.02 -0.079
C -2.226 3.501 -2.762 0.02 0.04 -0.04 -0.555
Cl -2.506 3.202 -1.025 -0.03 0.06 -0.06 -0.133
H -4.289 3.163 -3.274 -0.01 -0.06 0.03 0.380
H -3.181 3.172 -4.656 0.14 -0.05 0.17 -0.052
H -2.218 4.582 -2.898 -0.05 0.00 0.00 0.331
H -1.245 3.107 -3.014 0.01 -0.04 0.05 0.322
Cl -0.455 6.668 -0.373 0.00 -0.01 -0.01 -0.183
C -0.872 6.860 1.350 -0.03 0.05 0.03 -0.449
C -0.170 5.849 2.219 0.07 0.03 0.07 -0.571
Cl -0.772 4.199 1.925 -0.21 0.07 0.12 -0.059
H -1.952 6.776 1.441 0.00 -0.03 -0.04 0.298
H -0.568 7.864 1.642 0.03 -0.01 -0.01 0.360
H -0.350 6.076 3.268 -0.05 0.00 -0.01 0.373
H 0.902 5.846 2.038 -0.03 -0.03 -0.03 0.256
Cl 0.596 2.336 6.657 -0.01 -0.01 0.00 -0.178
C 2.155 1.599 7.113 0.02 0.02 0.05 -0.497
C 2.869 1.008 5.927 0.10 0.07 -0.05 -0.150
Cl 2.014 -0.422 5.283 -0.05 -0.04 0.08 -0.179
H 1.955 0.848 7.874 -0.03 -0.01 -0.02 0.333
H 2.767 2.388 7.547 0.00 0.02 -0.03 0.316
H 3.864 0.678 6.222 -0.03 -0.04 0.04 0.386
H 2.958 1.726 5.117 -0.06 0.00 -0.03 0.033
Cl -1.118 -3.705 1.617 0.09 -0.15 0.10 -0.166
C -2.272 -4.807 0.816 -0.02 -0.03 -0.07 -0.247
C -3.449 -4.056 0.252 -0.01 -0.01 -0.08 -0.393
Cl -4.487 -3.379 1.537 0.00 0.03 0.00 -0.201
H -2.562 -5.561 1.543 -0.04 0.22 -0.06 0.073
H -1.733 -5.298 0.008 0.01 0.04 -0.02 0.351
H -4.065 -4.736 -0.334 -0.02 -0.02 0.03 0.366
H -3.129 -3.232 -0.381 0.02 0.02 0.03 0.207
Cl -2.186 -7.941 2.283 0.00 -0.21 0.07 -0.176
C -0.654 -8.814 2.554 0.06 0.03 0.07 -0.458
C 0.028 -9.178 1.261 0.06 0.01 -0.02 -0.405
Cl -0.877 -10.413 0.348 -0.01 0.01 -0.01 -0.180
H -0.878 -9.696 3.149 -0.04 -0.01 -0.03 0.369
H -0.010 -8.153 3.132 0.00 0.03 -0.03 0.268
H 1.011 -9.593 1.475 -0.01 -0.02 0.02 0.297
H 0.145 -8.310 0.618 -0.03 0.00 -0.01 0.296
Cl -4.497 3.941 -6.632 -0.11 0.09 -0.13 -0.167
C -4.195 4.194 -8.372 -0.03 0.04 -0.05 -0.459
C -3.428 3.046 -8.976 -0.01 -0.03 -0.06 -0.448
Cl -1.756 2.968 -8.363 0.00 -0.01 0.01 -0.179
H -3.658 5.132 -8.482 0.03 -0.01 0.04 0.319
H -5.166 4.284 -8.857 -0.01 -0.04 0.02 0.302
H -3.370 3.176 -10.055 0.02 0.03 0.00 0.308
H -3.905 2.094 -8.759 0.02 0.00 0.04 0.321

9
Properties=species:S:1:pos:R:3:forces:R:3:mulliken_charge:R:1 method="wB97M-V/def2-TZVPD" charge=+2 multiplicity=4 lumo_energy_ha="-0.4303 / -0.5307"
H 0.585 1.534 0.151 -0.44 0.32 0.22 0.406
O 0.907 0.963 -0.565 1.39 -1.99 -0.69 -0.279
Pt 2.574 -1.682 -1.682 16.35 -6.47 -6.75 1.234
O 1.194 -1.145 -1.129 -14.05 3.17 3.93 -0.196
C 0.693 -0.294 -0.411 -4.54 6.02 3.43 0.573
O -0.664 -0.671 0.408 1.08 -1.70 0.48 -0.206
C -1.465 0.103 1.078 -0.94 1.25 -1.85 0.215
F -2.700 0.155 0.613 1.35 -0.07 0.56 -0.122
H -1.123 1.038 1.537 -0.22 -0.53 0.68 0.374